DFT (ωB97M-V/def2-TZVPD) results for a 5-piece molecular cluster, C21H45B2NO13 overall in a non-equilibrium geometry.

Bonds (Å) are listed after each position.
Positions of all 82 atoms, in Å:
1 C 3.09 -3.62 4.24  C2 1.555, H10 1.089, H11 1.095, H12 1.089
2 C 3.81 -2.69 3.22  C1 1.555, B3 1.575, H13 1.090, H14 1.093
3 B 3.47 -1.20 3.58  C2 1.575, O4 1.389, B5 1.719
4 O 4.10 -0.67 4.70  B3 1.389, H15 0.963
5 B 2.34 -0.28 2.66  B3 1.719, N6 1.387, H16 1.199
6 N 1.11 -0.89 2.45  B5 1.387, C7 1.263
7 C 0.30 -1.59 3.11  N6 1.263, C8 1.504, C9 1.500
8 C -0.11 -1.19 4.51  C7 1.504, H17 1.093, H18 1.087, H19 1.093
9 C -0.34 -2.83 2.56  C7 1.500, H20 1.087, H21 1.090, H22 1.094
10 H 3.76 -3.85 5.06  C1 1.089
11 H 2.20 -3.15 4.67  C1 1.095
12 H 2.77 -4.55 3.77  C1 1.089
13 H 3.46 -2.96 2.22  C2 1.090
14 H 4.89 -2.85 3.28  C2 1.093
15 H 3.51 -0.32 5.37  O4 0.963
16 H 2.56 0.81 2.23  B5 1.199
17 H -1.16 -0.90 4.47  C8 1.093
18 H 0.46 -0.34 4.89  C8 1.087
19 H -0.03 -2.04 5.19  C8 1.093
20 H -0.22 -2.87 1.48  C9 1.087
21 H -1.39 -2.91 2.83  C9 1.090
22 H 0.17 -3.69 3.01  C9 1.094
23 C 2.24 1.83 -0.61  C24 1.510, H30 1.090, H31 1.090, H32 1.089
24 C 2.29 3.09 0.22  C23 1.510, O25 1.443, H33 1.087, H34 1.090
25 O 3.55 3.78 0.07  C24 1.443, C26 1.328
26 C 3.67 4.50 -1.04  O25 1.328, O27 1.206, O28 1.335
27 O 2.84 4.66 -1.89  C26 1.206
28 O 4.89 5.05 -1.05  C26 1.335, C29 1.430
29 C 5.19 5.82 -2.22  O28 1.430, H35 1.088, H36 1.089, H37 1.086
30 H 3.09 1.18 -0.37  C23 1.090
31 H 1.33 1.28 -0.41  C23 1.090
32 H 2.28 2.07 -1.67  C23 1.089
33 H 2.23 2.86 1.28  C24 1.087
34 H 1.48 3.77 -0.04  C24 1.090
35 H 4.42 6.57 -2.38  C29 1.088
36 H 5.26 5.18 -3.09  C29 1.089
37 H 6.14 6.30 -2.02  C29 1.086
38 C 1.54 2.68 -4.74  C39 1.511, H45 1.090, H46 1.090, H47 1.089
39 C 0.85 2.19 -5.98  C38 1.511, O40 1.441, H48 1.088, H49 1.090
40 O 1.65 1.22 -6.70  C39 1.441, C41 1.329
41 C 1.63 -0.01 -6.20  O40 1.329, O42 1.205, O43 1.334
42 O 0.98 -0.39 -5.25  C41 1.205
43 O 2.45 -0.77 -6.93  C41 1.334, C44 1.431
44 C 2.56 -2.12 -6.48  O43 1.431, H50 1.088, H51 1.089, H52 1.085
45 H 2.53 3.08 -4.98  C38 1.090
46 H 0.95 3.48 -4.27  C38 1.090
47 H 1.66 1.88 -4.02  C38 1.089
48 H 0.70 3.00 -6.69  C39 1.088
49 H -0.12 1.75 -5.76  C39 1.090
50 H 1.58 -2.58 -6.38  C44 1.088
51 H 3.07 -2.16 -5.52  C44 1.089
52 H 3.14 -2.64 -7.24  C44 1.085
53 C -5.36 -5.73 6.71  C54 1.512, H60 1.090, H61 1.090, H62 1.089
54 C -4.83 -4.32 6.58  C53 1.512, O55 1.441, H63 1.088, H64 1.089
55 O -3.74 -4.07 7.49  C54 1.441, C56 1.330
56 C -2.56 -4.56 7.11  O55 1.330, O57 1.205, O58 1.333
57 O -2.32 -5.14 6.08  C56 1.205
58 O -1.67 -4.28 8.06  C56 1.333, C59 1.431
59 C -0.36 -4.80 7.82  O58 1.431, H65 1.088, H66 1.088, H67 1.086
60 H -5.64 -5.93 7.74  C53 1.090
61 H -6.24 -5.84 6.08  C53 1.090
62 H -4.61 -6.45 6.40  C53 1.089
63 H -5.58 -3.58 6.86  C54 1.088
64 H -4.50 -4.11 5.56  C54 1.089
65 H -0.01 -4.50 6.83  C59 1.088
66 H -0.36 -5.88 7.90  C59 1.088
67 H 0.29 -4.37 8.57  C59 1.086
68 C -4.63 5.61 -4.59  C69 1.512, H75 1.090, H76 1.090, H77 1.089
69 C -5.34 5.03 -5.79  C68 1.512, O70 1.440, H78 1.088, H79 1.089
70 O -4.55 4.03 -6.45  C69 1.440, C71 1.332
71 C -4.54 2.83 -5.88  O70 1.332, O72 1.205, O73 1.332
72 O -5.15 2.52 -4.89  C71 1.205
73 O -3.74 2.04 -6.58  C71 1.332, C74 1.432
74 C -3.59 0.72 -6.05  O73 1.432, H80 1.088, H81 1.089, H82 1.085
75 H -3.65 6.00 -4.88  C68 1.090
76 H -5.21 6.43 -4.17  C68 1.090
77 H -4.49 4.85 -3.82  C68 1.089
78 H -5.51 5.79 -6.55  C69 1.088
79 H -6.30 4.60 -5.51  C69 1.089
80 H -4.56 0.26 -5.88  C74 1.088
81 H -3.04 0.75 -5.11  C74 1.089
82 H -3.03 0.16 -6.79  C74 1.085

Its spin multiplicity is 1. The value obtained for the LUMO energy is 0.4 eV. As for the charge: 0. The SMILES is CCB(O)BN=C(C)C.CCOC(=O)OC.CCOC(=O)OC.CCOC(=O)OC.CCOC(=O)OC. The calculation puts the HOMO-LUMO gap at 9.0 eV. The value obtained for the electronic energy is -51968.7407 eV.

Okay, here come the Löwdin numbers, in e, for every atom: -0.099 -0.162 -0.406 0.102 -0.177 0.185 -0.404 -0.014 -0.020 0.074 0.050 0.070 0.089 0.101 0.097 0.046 0.091 0.085 0.077 0.085 0.080 0.083 -0.061 -0.204 0.043 -0.613 0.112 0.004 -0.039 0.081 0.085 0.057 0.103 0.123 0.094 0.097 0.092 -0.062 -0.202 0.040 -0.615 0.117 0.003 -0.039 0.085 0.085 0.064 0.124 0.115 0.094 0.098 0.092 -0.064 -0.208 0.037 -0.616 0.116 0.005 -0.034 0.082 0.081 0.076 0.122 0.121 0.084 0.100 0.094 -0.065 -0.210 0.035 -0.615 0.121 0.002 -0.036 0.082 0.080 0.076 0.122 0.122 0.094 0.098 0.093

DFT (ωB97M-V/def2-TZVPD) results for a 3-piece molecular cluster, C21H45F9NO8P2S overall in a non-equilibrium geometry.

Bonds (Å) are listed after each position.
Positions of all 87 atoms, in Å:
1 F -0.77 -4.82 0.26  C2 1.335
2 C -1.23 -4.60 -0.97  F1 1.335, F3 1.369, C4 1.524, C12 1.555
3 F -1.47 -5.84 -1.49  C2 1.369
4 C -2.57 -3.88 -0.96  C2 1.524, C5 1.526, H21 1.086, H22 1.091
5 C -3.39 -4.06 -2.24  C4 1.526, C6 1.541, H23 1.089, H24 1.095
6 C -4.83 -3.53 -2.18  C5 1.541, C7 1.541, N11 1.502, H25 1.090
7 C -5.67 -4.00 -0.98  C6 1.541, C8 1.547, H26 1.091, H27 1.087
8 C -6.19 -2.81 -0.13  C7 1.547, C9 1.539, H28 1.095, H29 1.085
9 C -5.02 -1.86 0.15  C8 1.539, C10 1.530, H30 1.088, H31 1.089
10 C -4.60 -1.20 -1.16  C9 1.530, N11 1.509, H32 1.089, H33 1.090
11 N -4.90 -2.04 -2.37  C6 1.502, C10 1.509, H34 1.019, H35 1.022
12 C -0.13 -4.01 -1.90  C2 1.555, F13 1.332, F14 1.322, S15 1.895
13 F -0.48 -4.18 -3.18  C12 1.332
14 F 0.97 -4.74 -1.73  C12 1.322
15 S 0.31 -2.19 -1.63  C12 1.895, F16 1.589, F17 1.600, F18 1.582, F19 1.591, F20 1.579
16 F 1.03 -2.20 -3.05  S15 1.589
17 F -1.04 -1.72 -2.33  S15 1.600
18 F -0.30 -2.12 -0.17  S15 1.582
19 F 1.72 -2.59 -1.00  S15 1.591
20 F 0.71 -0.67 -1.50  S15 1.579
21 H -2.46 -2.82 -0.75  C4 1.086
22 H -3.10 -4.30 -0.11  C4 1.091
23 H -3.50 -5.11 -2.50  C5 1.089
24 H -2.89 -3.60 -3.09  C5 1.095
25 H -5.29 -3.96 -3.07  C6 1.090
26 H -6.57 -4.48 -1.37  C7 1.091
27 H -5.17 -4.75 -0.38  C7 1.087
28 H -6.91 -2.25 -0.74  C8 1.095
29 H -6.68 -3.18 0.77  C8 1.085
30 H -4.23 -2.42 0.65  C9 1.088
31 H -5.35 -1.07 0.83  C9 1.089
32 H -3.56 -0.88 -1.11  C10 1.089
33 H -5.17 -0.28 -1.27  C10 1.090
34 H -5.81 -1.74 -2.74  N11 1.019
35 H -4.23 -1.78 -3.10  N11 1.022
36 O -0.55 5.07 0.56  P37 1.472
37 P -1.72 4.19 0.71  O36 1.472, O38 1.629, O41 1.607, O44 1.615
38 O -2.27 3.85 -0.79  P37 1.629, C39 1.426
39 C -1.37 3.67 -1.88  O38 1.426, C40 1.515, H47 1.091, H48 1.091
40 C -1.11 2.20 -2.11  C39 1.515, H49 1.092, H50 1.091, H51 1.093
41 O -2.89 5.13 1.27  P37 1.607, C42 1.434
42 C -2.61 6.43 1.81  O41 1.434, C43 1.514, H52 1.089, H53 1.090
43 C -2.82 7.50 0.77  C42 1.514, H54 1.090, H55 1.090, H56 1.091
44 O -2.35 2.92 1.48  P37 1.615, C45 1.429
45 C -1.77 1.62 1.35  O44 1.429, C46 1.516, H57 1.096, H58 1.091
46 C -0.28 1.59 1.62  C45 1.516, H59 1.095, H60 1.091, H61 1.090
47 H -0.44 4.21 -1.73  C39 1.091
48 H -1.85 4.09 -2.76  C39 1.091
49 H -0.55 1.76 -1.28  C40 1.092
50 H -0.52 2.05 -3.02  C40 1.091
51 H -2.05 1.65 -2.22  C40 1.093
52 H -1.60 6.47 2.22  C42 1.089
53 H -3.30 6.57 2.64  C42 1.090
54 H -2.31 7.26 -0.16  C43 1.090
55 H -2.46 8.46 1.13  C43 1.090
56 H -3.88 7.60 0.53  C43 1.091
57 H -2.01 1.21 0.36  C45 1.096
58 H -2.29 0.99 2.07  C45 1.091
59 H 0.26 2.27 0.96  C46 1.095
60 H 0.11 0.58 1.47  C46 1.091
61 H -0.07 1.89 2.65  C46 1.090
62 O 6.17 -1.21 2.30  P63 1.475
63 P 5.69 0.15 1.99  O62 1.475, O64 1.621, O67 1.612, O70 1.611
64 O 6.72 0.83 0.95  P63 1.621, C65 1.428
65 C 7.36 0.07 -0.08  O64 1.428, C66 1.517, H73 1.091, H74 1.090
66 C 6.63 0.18 -1.41  C65 1.517, H75 1.093, H76 1.090, H77 1.091
67 O 5.97 1.00 3.33  P63 1.612, C68 1.430
68 C 6.30 0.36 4.56  O67 1.430, C69 1.515, H78 1.089, H79 1.091
69 C 7.80 0.31 4.77  C68 1.515, H80 1.090, H81 1.091, H82 1.091
70 O 4.40 1.07 1.68  P63 1.611, C71 1.430
71 C 3.63 0.89 0.48  O70 1.430, C72 1.515, H83 1.093, H84 1.091
72 C 3.19 -0.55 0.27  C71 1.515, H85 1.095, H86 1.075, H87 1.092
73 H 7.46 -0.98 0.21  C65 1.091
74 H 8.37 0.47 -0.19  C65 1.090
75 H 5.64 -0.29 -1.35  C66 1.093
76 H 7.19 -0.31 -2.20  C66 1.090
77 H 6.48 1.23 -1.68  C66 1.091
78 H 5.86 -0.64 4.60  C68 1.089
79 H 5.83 0.94 5.35  C68 1.091
80 H 8.31 -0.08 3.89  C69 1.090
81 H 8.05 -0.32 5.63  C69 1.091
82 H 8.18 1.31 4.95  C69 1.091
83 H 4.19 1.27 -0.38  C71 1.093
84 H 2.75 1.52 0.59  C71 1.091
85 H 4.05 -1.22 0.24  C72 1.095
86 H 2.66 -0.65 -0.66  C72 1.075
87 H 2.54 -0.88 1.08  C72 1.092

Its spin multiplicity is 1. The value obtained for the LUMO energy is -3.5 eV. As for the charge: +1. The calculation puts the HOMO-LUMO gap at 8.1 eV. The value obtained for the electronic energy is -94243.0629 eV.

Okay, here come the Löwdin numbers, in e, for every atom: 0.160 -0.462 0.119 -0.078 -0.105 -0.237 -0.116 -0.149 -0.154 -0.102 0.109 -0.452 0.146 0.170 0.786 -0.116 -0.147 -0.119 -0.131 -0.128 0.090 0.132 0.141 0.122 0.155 0.123 0.123 0.118 0.127 0.108 0.127 0.117 0.140 0.186 0.182 -0.213 0.488 -0.182 -0.272 -0.083 -0.196 -0.273 -0.071 -0.168 -0.277 -0.071 0.113 0.122 0.048 0.085 0.068 0.106 0.118 0.075 0.081 0.076 0.089 0.120 0.064 0.073 0.096 -0.224 0.482 -0.175 -0.273 -0.076 -0.195 -0.282 -0.072 -0.163 -0.252 -0.089 0.109 0.121 0.057 0.081 0.082 0.103 0.116 0.075 0.078 0.077 0.109 0.110 0.077 0.039 0.090

DFT (ωB97M-V/def2-TZVPD) results for a 4-piece molecular cluster, C21H45FNO8S4 overall.

Bonds (Å) are listed after each position.
Positions of all 80 atoms, in Å:
1 C 1.78 -2.69 1.59  C2 1.523, H15 1.090, H16 1.090, H17 1.092
2 C 1.79 -1.36 0.83  C1 1.523, C3 1.548, H18 1.092, H19 1.088
3 C 1.52 -0.15 1.75  C2 1.548, C4 1.528, H20 1.090, H21 1.092
4 C 0.08 0.30 1.52  C3 1.528, S5 1.756, H22 1.098, H23 1.094
5 S -0.30 1.86 2.23  C4 1.756, F6 1.553, O7 1.563
6 F -0.03 1.57 3.74  S5 1.553
7 O -1.86 1.89 2.26  S5 1.563, C8 1.489
8 C -2.48 2.06 0.91  O7 1.489, C9 1.504, H24 1.089, H25 1.089
9 C -3.97 1.99 1.10  C8 1.504, N10 1.449, H26 1.094, H27 1.098
10 N -4.32 0.72 1.69  C9 1.449, C11 1.461, H28 1.013
11 C -5.76 0.47 1.65  N10 1.461, C12 1.548, H29 1.098, H30 1.092
12 C -6.13 -0.87 2.33  C11 1.548, C13 1.532, O14 1.428, H31 1.094
13 C -6.68 -1.91 1.34  C12 1.532, H32 1.089, H33 1.089, H34 1.091
14 O -4.98 -1.36 3.02  C12 1.428, H35 0.966
15 H 2.58 -2.73 2.33  C1 1.090
16 H 1.97 -3.50 0.88  C1 1.090
17 H 0.82 -2.89 2.05  C1 1.092
18 H 0.97 -1.40 0.11  C2 1.092
19 H 2.70 -1.23 0.26  C2 1.088
20 H 1.66 -0.42 2.80  C3 1.090
21 H 2.21 0.66 1.51  C3 1.092
22 H -0.08 0.48 0.45  C4 1.098
23 H -0.67 -0.42 1.85  C4 1.094
24 H -2.13 2.99 0.47  C8 1.089
25 H -2.17 1.25 0.26  C8 1.089
26 H -4.38 2.01 0.08  C9 1.094
27 H -4.35 2.86 1.63  C9 1.098
28 H -4.02 0.70 2.66  N10 1.013
29 H -6.31 1.29 2.11  C11 1.098
30 H -6.04 0.43 0.59  C11 1.092
31 H -6.91 -0.65 3.06  C12 1.094
32 H -6.33 -1.73 0.32  C13 1.089
33 H -7.77 -1.92 1.37  C13 1.089
34 H -6.34 -2.90 1.64  C13 1.091
35 H -5.28 -2.02 3.66  O14 0.966
36 C -0.92 4.51 -3.37  C37 1.535, C42 1.526, H43 1.088, H44 1.093
37 C -0.24 5.83 -2.96  C36 1.535, C38 1.534, H45 1.091, H46 1.088
38 C 0.51 5.56 -1.65  C37 1.534, S39 1.799, H47 1.087, H48 1.089
39 S 0.96 3.82 -1.68  C38 1.799, O40 1.454, O41 1.437, C42 1.784
40 O 0.26 3.14 -0.60  S39 1.454
41 O 2.38 3.68 -1.80  S39 1.437
42 C 0.15 3.43 -3.22  C36 1.526, S39 1.784, H49 1.089, H50 1.090
43 H -1.30 4.55 -4.38  C36 1.088
44 H -1.76 4.30 -2.70  C36 1.093
45 H 0.46 6.13 -3.73  C37 1.091
46 H -0.97 6.63 -2.83  C37 1.088
47 H 1.42 6.15 -1.55  C38 1.087
48 H -0.12 5.73 -0.77  C38 1.089
49 H -0.25 2.41 -3.16  C42 1.089
50 H 0.90 3.49 -4.01  C42 1.090
51 C -1.62 -3.51 -3.44  C52 1.535, C57 1.525, H58 1.088, H59 1.092
52 C -2.42 -3.04 -2.22  C51 1.535, C53 1.534, H60 1.091, H61 1.088
53 C -1.58 -1.97 -1.51  C52 1.534, S54 1.805, H62 1.089, H63 1.089
54 S -0.55 -1.21 -2.79  C53 1.805, O55 1.439, O56 1.446, C57 1.787
55 O 0.83 -1.50 -2.51  S54 1.439
56 O -0.99 0.15 -2.99  S54 1.446
57 C -1.12 -2.25 -4.13  C51 1.525, S54 1.787, H64 1.087, H65 1.090
58 H -2.22 -4.12 -4.11  C51 1.088
59 H -0.77 -4.12 -3.12  C51 1.092
60 H -3.36 -2.61 -2.54  C52 1.091
61 H -2.65 -3.86 -1.54  C52 1.088
62 H -2.19 -1.20 -1.04  C53 1.089
63 H -0.90 -2.41 -0.77  C53 1.089
64 H -0.29 -2.41 -4.81  C57 1.087
65 H -1.93 -1.72 -4.63  C57 1.090
66 C 6.97 -1.10 2.71  C67 1.534, C72 1.525, H73 1.089, H74 1.092
67 C 7.77 -0.99 1.41  C66 1.534, C68 1.533, H75 1.092, H76 1.088
68 C 7.56 -2.30 0.63  C67 1.533, S69 1.799, H77 1.087, H78 1.088
69 S 5.94 -2.92 1.12  C68 1.799, O70 1.439, O71 1.442, C72 1.795
70 O 6.11 -4.16 1.83  S69 1.439
71 O 5.01 -2.81 0.03  S69 1.442
72 C 5.60 -1.62 2.32  C66 1.525, S69 1.795, H79 1.088, H80 1.091
73 H 6.90 -0.14 3.23  C66 1.089
74 H 7.46 -1.81 3.39  C66 1.092
75 H 7.40 -0.15 0.82  C67 1.092
76 H 8.83 -0.82 1.60  C67 1.088
77 H 7.56 -2.15 -0.44  C68 1.087
78 H 8.29 -3.06 0.90  C68 1.088
79 H 5.03 -2.05 3.14  C72 1.088
80 H 5.01 -0.86 1.81  C72 1.091

Its spin multiplicity is 1. The value obtained for the LUMO energy is -3.1 eV. As for the charge: +1. The calculation puts the HOMO-LUMO gap at 8.6 eV. The value obtained for the electronic energy is -86426.8035 eV.

Okay, here come the Löwdin numbers, in e, for every atom: -0.086 -0.237 -0.209 -0.315 1.195 -0.187 -0.323 -0.166 -0.209 -0.061 -0.168 -0.398 -0.038 -0.057 0.067 0.084 0.077 0.064 0.108 0.114 0.120 0.100 0.134 0.116 0.110 0.137 0.134 0.109 0.121 0.113 0.134 0.073 0.082 0.078 0.101 -0.212 -0.206 -0.213 0.676 -0.375 -0.305 -0.218 0.120 0.115 0.121 0.117 0.106 0.102 0.077 0.117 -0.210 -0.205 -0.221 0.664 -0.306 -0.340 -0.222 0.120 0.124 0.118 0.118 0.091 0.093 0.113 0.111 -0.218 -0.210 -0.214 0.656 -0.312 -0.329 -0.242 0.115 0.122 0.117 0.116 0.104 0.107 0.102 0.098